DFT (wB97M-V/def2-TZVPD) results for C16H20N4O5S in the gas phase in a non-equilibrium geometry.

```
46
Properties=species:S:1:pos:R:3
C -7.132 -2.862 0.641
H -6.981 -3.185 1.667
H -7.043 -3.704 -0.048
H -8.118 -2.410 0.521
O -6.117 -1.902 0.376
C -6.076 -1.402 -0.858
O -6.830 -1.710 -1.740
C -4.958 -0.400 -1.013
H -4.257 -0.733 -1.779
H -5.358 0.566 -1.323
S -4.055 -0.185 0.548
C -2.871 0.938 -0.053
N -2.805 1.411 -1.271
N -1.752 2.240 -1.316
C -1.195 2.269 -0.138
N -1.867 1.441 0.720
C -1.617 1.167 2.107
H -2.118 1.907 2.736
H -0.543 1.190 2.300
H -2.012 0.179 2.345
C 0.032 3.043 0.204
N 1.234 2.307 -0.133
C 1.871 1.523 0.773
O 1.504 1.452 1.934
C 3.049 0.781 0.256
C 3.813 1.213 -0.820
C 4.905 0.470 -1.227
C 5.267 -0.716 -0.596
C 4.508 -1.152 0.510
C 3.420 -0.386 0.911
H 2.849 -0.721 1.763
O 4.701 -2.271 1.256
C 5.842 -3.084 1.097
H 5.760 -3.840 1.878
H 6.765 -2.518 1.237
H 5.861 -3.572 0.120
O 6.330 -1.479 -0.999
C 7.107 -1.047 -2.088
H 7.581 -0.081 -1.890
H 6.516 -0.984 -3.007
H 7.879 -1.806 -2.210
H 5.486 0.828 -2.061
H 3.592 2.138 -1.330
H 1.433 2.196 -1.114
H 0.024 3.979 -0.359
H 0.067 3.249 1.277
```

Calculated values
**Orbital gap**: 9.0 eV
**Multiplicity**: 1
**F_max**: 1.317 eV Å⁻¹
**ΔE to the lowest compared entry with this formula, charge and spin**: 330.7 kJ/mol